No. 1
# C27H22CdNO2S4

A structure of composition C27H22CdNO2S4 (ωB97M-V with the def2-TZVPD basis set, OMol25).

Geometry (Å):
Cd: -0.097 0.623 0.023
S: 0.435 0.478 -2.438
C: 2.121 0.021 -2.597
C: 2.562 -0.224 -3.913
C: 3.864 -0.558 -4.216
C: 4.815 -0.652 -3.202
C: 4.410 -0.412 -1.904
C: 3.086 -0.105 -1.583
S: 2.754 0.142 0.154
C: 3.040 -1.534 0.781
C: 1.872 -2.486 0.703
C: 1.739 -3.504 1.641
C: 0.637 -4.337 1.558
C: -0.305 -4.110 0.568
C: -0.099 -3.055 -0.313
C: -1.157 -2.658 -1.300
S: -2.243 -1.317 -0.657
C: -2.643 -1.959 0.947
C: -3.696 -2.873 1.009
C: -4.048 -3.506 2.185
C: -3.329 -3.198 3.338
C: -2.304 -2.277 3.295
C: -1.918 -1.622 2.108
S: -0.593 -0.486 2.259
N: 0.985 -2.287 -0.259
H: 1.829 -0.140 -4.705
H: 4.143 -0.737 -5.248
H: 5.847 -0.892 -3.422
H: 5.136 -0.453 -1.099
H: 3.346 -1.422 1.823
H: 3.893 -1.945 0.237
H: 2.471 -3.618 2.431
H: 0.491 -5.130 2.281
H: -1.209 -4.701 0.506
H: -1.774 -3.509 -1.587
H: -0.692 -2.205 -2.176
H: -4.236 -3.086 0.093
H: -4.865 -4.215 2.208
H: -3.577 -3.674 4.280
H: -1.756 -2.038 4.197
C: -3.530 3.721 -0.519
C: -2.130 3.241 -0.175
O: -1.976 2.018 -0.153
C: -1.088 4.216 0.105
C: -1.407 5.588 -0.013
C: -0.510 6.591 0.240
C: 0.791 6.231 0.642
C: 1.150 4.923 0.773
C: 0.243 3.837 0.510
O: 0.676 2.655 0.662
H: -4.159 2.844 -0.641
H: -3.528 4.296 -1.447
H: -3.940 4.358 0.266
H: -2.406 5.865 -0.322
H: -0.791 7.631 0.134
H: 1.522 7.006 0.851
H: 2.149 4.639 1.079

Output
Net charge = -1
Relative energy (zero: lowest compared OMol25 entry of this formula, charge and spin) = 1.0 kcal per mole
Total energy = -81851.257 eV
LUMO level = 2.714 eV
Kohn-Sham gap = 7.2 eV

No. 2
# C4H11N3O

A cluster of 2 separate species, C4H11N3O in total (ωB97M-V with the def2-TZVPD basis set, OMol25).

Geometry (Å):
C: -1.491 -0.485 -1.612
N: -1.813 -0.453 1.215
C: -1.525 0.639 0.446
N: -1.383 0.707 -0.807
H: -1.631 -0.385 2.202
H: -1.570 -1.349 0.818
H: -1.475 1.578 0.990
H: -0.862 -1.304 -1.244
H: -1.187 -0.226 -2.627
H: -2.524 -0.842 -1.640
C: 1.851 0.733 1.222
C: 1.463 -0.345 0.234
N: 1.815 -0.065 -1.041
O: 0.923 -1.384 0.546
H: 2.092 0.864 -1.305
H: 1.487 -0.675 -1.772
H: 1.284 1.637 1.009
H: 2.912 0.954 1.133
H: 1.635 0.401 2.233

Output
Structure (SMILES) = C/N=C\N.CC(N)=O
Relative energy (zero: lowest compared OMol25 entry of this formula, charge and spin) = 14.7 kcal per mole
Total energy = -10844.572 eV
LUMO level = 0.894 eV
Kohn-Sham gap = 9.8 eV

No. 3
# C8H4FeNO7

A structure of composition C8H4FeNO7 (ωB97M-V with the def2-TZVPD basis set, OMol25).

Geometry (Å):
Fe: -1.020 0.957 1.380
O: 2.218 -1.786 -2.967
C: 1.525 -1.208 -1.974
C: 1.519 -1.718 -0.669
C: 0.768 -1.049 0.267
N: 0.072 0.025 -0.064
C: 0.096 0.550 -1.282
C: 0.813 -0.043 -2.291
C: -0.697 1.852 -1.320
O: -0.827 2.486 -2.332
O: -1.171 2.156 -0.129
C: 0.648 -1.337 1.759
O: 1.193 -2.284 2.262
O: -0.088 -0.431 2.363
H: 2.678 -2.571 -2.647
H: 2.088 -2.594 -0.384
H: 0.839 0.379 -3.285
O: -2.909 0.758 2.003
C: -2.693 1.672 2.859
O: -1.555 2.207 2.917
H: -3.496 1.980 3.533

Output
Relative energy (zero: lowest compared OMol25 entry of this formula, charge and spin) = 0.0 kcal per mole
Total energy = -58572.547 eV
LUMO level (spin up / spin down) = -0.497 / -2.139 eV
2S+1 = 6
<S²> = 8.76
Kohn-Sham gap (spin up / spin down) = 9.8 / 8.4 eV

No. 4
# C15H14N4O2

An isolated molecule of C15H14N4O2 in a non-equilibrium geometry (ωB97M-V with the def2-TZVPD basis set, OMol25).

Geometry (Å):
O: 1.067 -2.634 -0.537
O: 1.088 1.089 -2.879
N: -0.913 2.622 0.227
C: 0.240 -1.762 -0.194
C: 0.939 -0.044 -3.277
C: -0.269 3.632 0.845
C: -0.190 1.532 -0.140
C: 1.107 3.562 1.195
C: 1.182 1.446 0.138
C: 1.872 2.478 0.805
C: -0.729 -2.646 3.376
C: -1.788 -1.755 3.585
C: 0.000 -2.657 2.170
C: -2.176 -0.952 2.531
C: -0.378 -1.780 1.112
C: -1.484 -0.928 1.339
N: 0.243 -0.977 -2.524
N: -1.886 -0.049 0.358
N: -0.121 -0.817 -1.134
C: 1.519 -0.483 -4.581
C: -0.958 0.351 -0.709
H: -0.847 4.516 1.079
H: 1.556 4.416 1.667
H: 1.698 0.538 -0.207
H: 2.931 2.381 0.907
H: -0.479 -3.371 4.172
H: -2.367 -1.768 4.501
H: 0.863 -3.335 2.018
H: -2.992 -0.295 2.748
H: 0.238 -1.935 -2.885
H: -2.509 0.683 0.651
H: 1.819 0.367 -5.220
H: 2.438 -1.017 -4.379
H: 0.797 -1.075 -5.126
H: -1.507 0.669 -1.631

Output
Structure (SMILES) = CC(=O)NN1C(=O)c2ccccc2N[C@H]1c1ccccn1
Relative energy (zero: lowest compared OMol25 entry of this formula, charge and spin) = 15.5 kcal per mole
Total energy = -25837.188 eV
LUMO level = 0.384 eV
Kohn-Sham gap = 8.5 eV

No. 5
# C5H5NOS

An isolated molecule of C5H5NOS in a non-equilibrium geometry (ωB97M-V with the def2-TZVPD basis set, OMol25).

Geometry (Å):
C: 1.026 0.290 -0.072
C: -1.007 -1.223 -0.211
C: -2.399 -0.949 -0.010
C: -2.620 0.477 0.309
C: -1.364 0.986 0.034
H: 2.196 1.755 0.185
H: -0.570 -2.197 -0.094
H: -3.236 -1.651 -0.252
H: -3.242 1.433 0.484
H: -1.155 2.101 0.210
N: -0.312 0.006 -0.273
O: 1.264 1.615 -0.203
S: 2.266 -0.743 0.169

Output
Structure (SMILES) = OC(=S)n1cccc1
Relative energy (zero: lowest compared OMol25 entry of this formula, charge and spin) = 51.3 kcal per mole
Total energy = -19636.766 eV
LUMO level = -0.055 eV
Kohn-Sham gap = 8.7 eV

No. 6
# C12H22N3O6

A structure of composition C12H22N3O6 in a non-equilibrium geometry (ωB97M-V with the def2-TZVPD basis set, OMol25).

Geometry (Å):
C: -1.481 -0.313 2.631
C: -0.088 -0.734 2.690
N: 0.769 -0.081 1.811
O: 2.013 -0.232 1.877
O: 0.231 0.660 0.944
H: -2.147 -1.189 2.579
H: -1.726 0.264 3.541
H: -1.588 0.309 1.731
H: 0.590 -1.236 3.445
C: 0.405 3.068 6.471
C: 1.295 1.948 6.974
C: 2.653 2.008 6.303
C: 1.452 2.039 8.484
O: 0.640 0.636 6.753
C: 0.385 0.266 5.469
N: -0.406 -0.877 5.473
N: -0.472 -1.515 4.341
C: -0.744 -2.892 4.462
O: -1.203 -3.403 5.466
O: -0.450 -3.532 3.304
C: -0.764 -4.992 3.256
C: -2.253 -5.198 3.417
C: -0.045 -5.765 4.338
C: -0.294 -5.466 1.892
O: 0.783 0.867 4.464
H: -0.576 3.017 6.960
H: 0.855 4.042 6.701
H: 0.287 2.984 5.384
H: 3.295 1.197 6.670
H: 2.528 1.924 5.218
H: 3.143 2.962 6.534
H: 2.068 1.216 8.863
H: 1.932 2.981 8.771
H: 0.475 1.995 8.978
H: -2.807 -4.642 2.651
H: -2.497 -6.262 3.307
H: -2.562 -4.872 4.417
H: 1.043 -5.650 4.255
H: -0.383 -5.440 5.328
H: -0.275 -6.834 4.231
H: 0.792 -5.360 1.794
H: -0.540 -6.527 1.764
H: -0.781 -4.907 1.087

Output
Net charge = -1
Relative energy (zero: lowest compared OMol25 entry of this formula, charge and spin) = 60.7 kcal per mole
Total energy = -29549.203 eV
LUMO level = 2.343 eV
Kohn-Sham gap = 6.1 eV

No. 7
# C2H5NO2S

A cluster of 2 separate species, C2H5NO2S in total in a non-equilibrium geometry (ωB97M-V with the def2-TZVPD basis set, OMol25).

Geometry (Å):
C: 1.835 0.413 -1.729
C: -1.758 -0.341 1.280
N: 2.405 0.426 -2.711
O: -0.691 1.879 0.188
O: -2.105 0.326 -1.261
S: -1.108 0.570 -0.232
H: -0.087 -0.309 -0.438
H: -2.651 0.235 1.461
H: -1.978 -1.324 0.929
H: -1.213 -0.541 2.198
H: 2.948 0.665 -3.497

Output
Relative energy (zero: lowest compared OMol25 entry of this formula, charge and spin) = 72.3 kcal per mole
Total energy = -18572.436 eV
LUMO level = 0.904 eV
Kohn-Sham gap = 11.4 eV

No. 8
# C22H52I2N9O5P2

A cluster of 3 separate species, C22H52I2N9O5P2 in total in a non-equilibrium geometry (ωB97M-V with the def2-TZVPD basis set, OMol25).

Geometry (Å):
C: 11.137 -2.236 1.537
C: 10.010 -1.391 0.752
O: 9.170 -2.271 -0.052
C: 8.102 -1.505 -0.656
C: 6.738 -1.515 0.172
N: 5.702 -0.487 0.188
C: 5.622 0.828 -0.511
C: 6.956 1.709 -0.475
O: 7.555 1.890 -1.583
N: 7.560 2.319 0.711
C: 6.682 2.244 1.916
C: 8.935 1.809 0.993
C: 4.614 -0.937 1.044
I: 2.711 -0.053 1.557
C: 4.955 -2.308 1.665
O: 4.230 -3.137 2.552
N: 6.252 -2.538 1.050
I: 7.104 -4.325 1.612
H: 10.799 -2.470 2.615
H: 12.042 -1.529 1.650
H: 11.455 -3.187 0.994
H: 10.555 -0.680 0.036
H: 9.325 -0.868 1.503
H: 7.892 -1.985 -1.687
H: 8.519 -0.463 -0.880
H: 5.228 0.671 -1.586
H: 4.804 1.460 0.010
H: 6.747 1.211 2.436
H: 5.605 2.574 1.731
H: 7.118 2.997 2.680
H: 8.948 1.184 1.960
H: 9.621 2.717 1.208
H: 9.414 1.233 0.138
H: 3.852 -2.528 3.234
O: 0.297 -0.280 -3.532
P: -1.099 -0.880 -3.279
N: -1.914 0.626 -3.279
C: -1.688 1.690 -2.322
C: -2.048 1.205 -4.616
N: -0.699 -1.484 -1.722
C: -1.112 -0.943 -0.446
C: 0.644 -2.047 -1.583
N: -2.684 -1.626 -3.044
C: -3.945 -1.004 -2.681
C: -2.711 -3.075 -2.876
H: -2.522 2.395 -2.355
H: -0.755 2.237 -2.511
H: -1.676 1.338 -1.293
H: -2.510 0.482 -5.295
H: -1.073 1.488 -5.030
H: -2.692 2.088 -4.610
H: -0.500 -0.082 -0.152
H: -1.015 -1.699 0.343
H: -2.163 -0.657 -0.434
H: 1.391 -1.264 -1.408
H: 0.929 -2.598 -2.483
H: 0.692 -2.761 -0.753
H: -3.926 -0.580 -1.674
H: -4.772 -1.722 -2.709
H: -4.234 -0.224 -3.387
H: -2.762 -3.350 -1.817
H: -1.818 -3.535 -3.306
H: -3.567 -3.520 -3.394
O: -5.079 1.513 0.450
P: -6.469 0.891 0.682
N: -7.299 2.389 0.683
C: -7.095 3.448 1.650
C: -7.425 2.975 -0.651
N: -6.081 0.284 2.240
C: -6.513 0.816 3.514
C: -4.732 -0.266 2.393
N: -8.053 0.132 0.899
C: -9.323 0.741 1.253
C: -8.070 -1.318 1.060
H: -7.935 4.146 1.613
H: -6.165 4.005 1.475
H: -7.089 3.090 2.676
H: -7.873 2.252 -1.340
H: -6.449 3.271 -1.053
H: -8.078 3.852 -0.646
H: -5.914 1.681 3.818
H: -6.417 0.058 4.300
H: -7.567 1.091 3.515
H: -3.995 0.523 2.580
H: -4.432 -0.810 1.493
H: -4.688 -0.982 3.220
H: -9.317 1.160 2.262
H: -10.141 0.014 1.214
H: -9.612 1.522 0.548
H: -8.128 -1.598 2.117
H: -7.169 -1.769 0.637
H: -8.917 -1.767 0.532

Output
Net charge = +1
Total energy = -82067.317 eV
LUMO level = -4.222 eV
Kohn-Sham gap = 5.1 eV

| no. | M (g mol⁻¹) |
| --- | --- |
| 1 | 633.2 |
| 2 | 117.2 |
| 3 | 282.0 |
| 4 | 282.3 |
| 5 | 127.2 |
| 6 | 304.3 |
| 7 | 107.1 |
| 8 | 838.5 |